No. 1
ORCA calculation (ωB97M-V/def2-TZVPD) on 13 unconnected molecules or ions with the total composition C49H99NO26.

Values from the calculation:
LUMO level in eV: 0.1
Relative energy (zero: lowest compared OMol25 entry of this formula, charge and spin) in kJ/mol: 0.00
Gap between HOMO and LUMO in eV: 10.051
Highest occupied orbital energy in eV: -10.0

Element x y z (Å)
C  1.6017  -2.0803  -3.9633
N  1.0861  -2.7126  -2.7165
O  0.8045  -3.9096  -2.8523
O  0.9471  -1.9089  -1.8079
H  0.9876  -1.1916  -4.1093
H  1.6278  -2.7646  -4.8112
H  2.6007  -1.6521  -3.8810
O  -4.7132  2.9753  3.8955
C  -3.6799  2.3631  3.6713
O  -3.5387  1.1839  3.0939
C  -4.7017  0.4386  2.7782
C  -4.2897  -0.7554  1.9617
C  -2.2938  2.8841  4.0221
H  -5.2536  1.0923  2.1027
H  -5.3227  0.1294  3.6189
H  -3.7416  -0.3054  1.1339
H  -5.1055  -1.3897  1.6150
H  -3.5178  -1.4091  2.3679
H  -1.6047  2.8076  3.1810
H  -1.8183  2.2923  4.8042
H  -2.3734  3.9318  4.3119
O  -3.3675  -5.3283  -2.1248
C  -3.6423  -5.5684  -0.9558
O  -3.4324  -4.7261  0.0418
C  -2.9102  -3.4521  -0.2310
C  -3.8649  -2.5829  -0.9979
C  -4.2097  -6.9098  -0.5723
H  -2.0192  -3.5945  -0.8425
H  -2.5261  -2.9988  0.6828
H  -4.6689  -2.2352  -0.3493
H  -4.1884  -3.0111  -1.9467
H  -3.2456  -1.7344  -1.2886
H  -3.3479  -7.5388  -0.3494
H  -4.6096  -7.3755  -1.4731
H  -4.8820  -6.9193  0.2857
O  3.0118  1.4546  -3.8304
C  3.7783  1.6814  -2.8886
O  4.7043  2.6956  -2.7335
C  4.3939  3.9668  -3.3293
C  4.6696  4.0387  -4.8318
C  3.7646  0.7284  -1.6843
H  5.0127  4.6290  -2.7237
H  3.3493  4.2320  -3.1665
H  3.8512  3.5553  -5.3653
H  5.4894  3.3567  -5.0573
H  4.7442  5.0512  -5.2286
H  4.4864  1.0485  -0.9329
H  3.9705  -0.2996  -1.9826
H  2.7781  0.8667  -1.2417
O  -1.3468  -0.1677  -0.2335
C  -0.3534  0.5590  -0.5188
O  0.7065  0.8589  0.2610
C  0.8680  0.1363  1.4775
C  1.7228  0.8926  2.4092
C  -0.2213  1.1495  -1.9131
H  1.2098  -0.8751  1.2576
H  -0.0753  0.1017  2.0225
H  1.8976  0.5119  3.4155
H  1.3390  1.9000  2.5708
H  2.6953  0.9106  1.9174
H  -0.8135  0.5089  -2.5666
H  0.8032  1.0972  -2.2815
H  -0.5297  2.1949  -1.9301
O  0.8793  -6.6724  1.9269
C  0.2864  -6.4580  0.9104
O  0.2893  -5.2687  0.3389
C  0.9266  -4.1261  0.9899
C  0.2102  -3.5996  2.2058
C  -0.4138  -7.5569  0.1270
H  1.0329  -3.2877  0.3015
H  1.9148  -4.4091  1.3525
H  0.1454  -4.3952  2.9481
H  -0.7871  -3.2956  1.8878
H  0.6678  -2.7739  2.7506
H  -0.6306  -7.0669  -0.8222
H  -1.3496  -7.8987  0.5693
H  0.2818  -8.3607  -0.1139
O  -5.4442  -3.6644  4.6074
C  -4.3208  -4.0170  4.3911
O  -3.1944  -3.4044  4.6936
C  -3.3497  -2.1045  5.2377
C  -1.9022  -1.4951  5.1520
C  -4.0031  -5.4686  3.8402
H  -3.7208  -2.1412  6.2620
H  -4.0711  -1.4631  4.7316
H  -1.1765  -2.1009  5.6948
H  -1.9202  -0.4976  5.5911
H  -1.5324  -1.3931  4.1317
H  -4.7899  -5.9055  3.2252
H  -3.7810  -6.1344  4.6742
H  -3.1178  -5.3781  3.2108
O  -0.3603  6.0789  0.9491
C  -1.3926  6.2283  0.2609
O  -2.3329  5.2950  0.0845
C  -2.3193  4.1053  0.8711
C  -3.2639  3.0520  0.1839
C  -1.7138  7.5800  -0.3632
H  -2.7151  4.3932  1.8451
H  -1.3004  3.7268  0.9531
H  -3.0333  2.0228  0.4589
H  -3.2886  3.0662  -0.9058
H  -4.2655  3.2452  0.5681
H  -2.7251  7.8089  -0.0270
H  -1.6591  7.5911  -1.4518
H  -0.9604  8.2871  -0.0161
O  4.1158  5.3264  -0.1804
C  3.5555  4.3465  0.2901
O  3.8028  3.6655  1.3741
C  4.9577  3.9912  2.1448
C  5.8456  2.8072  2.1381
C  2.1765  3.9128  -0.2576
H  4.8239  4.2461  3.1961
H  5.5704  4.8081  1.7636
H  6.0796  2.4250  1.1444
H  5.4086  2.0122  2.7423
H  6.8137  3.0173  2.5929
H  1.8277  4.6597  -0.9707
H  1.4371  3.8610  0.5417
H  2.3959  2.9873  -0.7899
O  0.6267  4.0621  5.8729
C  1.3795  3.9302  4.9216
O  2.3871  3.1064  4.8731
C  2.8207  2.4355  6.0374
C  4.2553  2.1169  5.8398
C  0.9801  4.6922  3.6402
H  2.2891  1.5195  6.2949
H  2.6801  3.0244  6.9438
H  4.9152  2.9838  5.8756
H  4.3792  1.8165  4.7994
H  4.5785  1.3615  6.5560
H  1.1047  5.7658  3.7812
H  -0.0481  4.4837  3.3446
H  1.6848  4.4059  2.8595
O  5.5966  -4.2469  -1.1103
C  4.6379  -4.4735  -0.3950
O  4.5076  -4.0024  0.7924
C  5.2290  -2.8719  1.2129
C  4.3561  -1.5727  1.0012
C  3.5853  -5.4352  -0.8235
H  6.2232  -2.8235  0.7686
H  5.4526  -2.8638  2.2798
H  4.9365  -0.6501  0.9932
H  3.6733  -1.4750  1.8452
H  3.7507  -1.5498  0.0951
H  3.3323  -6.1093  -0.0051
H  4.1217  -5.9700  -1.6073
H  2.7047  -4.9711  -1.2675
O  -0.6859  -4.0590  -5.4867
C  -1.8775  -3.9599  -5.6685
O  -2.5490  -2.9438  -6.2596
C  -1.9937  -1.7129  -6.7162
C  -1.8601  -0.8154  -5.4727
C  -2.7677  -5.1456  -5.3919
H  -2.7095  -1.4156  -7.4826
H  -0.9715  -1.7456  -7.0932
H  -1.0143  -1.0835  -4.8395
H  -2.7004  -0.8326  -4.7787
H  -1.6824  0.2137  -5.7849
H  -2.4298  -6.0019  -5.9757
H  -3.6996  -4.7808  -5.8239
H  -2.9076  -5.4019  -4.3417
O  -3.4455  4.0586  -6.0435
C  -3.0343  3.8339  -4.8862
O  -1.7432  3.7696  -4.4635
C  -0.7006  4.2411  -5.2703
C  0.6017  4.0410  -4.4426
C  -3.9958  3.7576  -3.6831
H  -0.8392  5.2781  -5.5762
H  -0.5667  3.6099  -6.1488
H  1.4059  4.2943  -5.1334
H  0.7063  3.0536  -3.9930
H  0.6904  4.7927  -3.6582
H  -3.6262  2.9830  -3.0112
H  -5.0010  3.5878  -4.0690
H  -4.0461  4.6564  -3.0684

***

No. 2
ORCA calculation (ωB97M-V/def2-TZVPD) on a molecular structure, C4Ag9O12.

Values from the calculation:
LUMO level in eV: -8.0
Relative energy (zero: lowest compared OMol25 entry of this formula, charge and spin) in kJ/mol: 373.64
Total charge: +1
Gap between HOMO and LUMO in eV: 2.480
Highest occupied orbital energy in eV: -10.5

Element x y z (Å)
Ag  3.5848  20.4879  18.5425
Ag  2.7715  18.2398  15.9769
Ag  4.3080  19.1559  22.4707
Ag  6.0231  15.7497  21.1632
Ag  0.9728  19.5668  21.2942
Ag  6.1782  18.1457  18.6267
Ag  4.0823  15.8263  17.0062
Ag  1.0521  17.1106  18.7363
Ag  2.3231  16.8235  21.8121
C  2.3011  21.9358  21.1854
O  3.3392  21.2516  21.5685
O  1.9961  21.8776  19.9558
O  1.4975  22.2547  22.0906
C  3.9377  16.4098  23.8610
O  3.0284  15.5186  23.7849
O  4.6437  16.6393  22.7519
O  4.1828  17.0756  24.8881
C  1.3327  20.5020  16.8595
O  2.5485  20.5856  16.3659
O  0.4264  21.2476  16.5009
O  1.1955  19.4772  17.6206
C  3.5396  18.0837  19.6964
O  4.6277  17.7670  20.2912
O  3.4331  17.8814  18.4649
O  2.7072  18.7167  20.4365

***

No. 3
ORCA calculation (ωB97M-V/def2-TZVPD) on a molecular structure, C4AlBO8.

Values from the calculation:
LUMO level in eV: -14.5
Relative energy (zero: lowest compared OMol25 entry of this formula, charge and spin) in kJ/mol: 9.79
Total charge: +2
Gap between HOMO and LUMO in eV: 3.004
Highest occupied orbital energy in eV: -17.5

Element x y z (Å)
Al  -7.3105  22.8002  20.9251
O  -2.2622  22.5222  23.6135
C  -2.0810  22.9229  22.5310
O  -0.9731  23.2275  21.9061
B  -1.2256  23.6809  20.5487
O  -2.6841  23.8265  20.4431
C  -3.2869  23.3094  21.4863
O  -4.4260  23.1209  21.6752
O  -0.7834  22.6700  19.5343
C  0.1040  23.1432  18.7224
O  0.6449  22.6940  17.8151
C  0.2916  24.7858  19.2003
O  -0.4417  24.8861  20.2545
O  0.9564  25.5341  18.6250

***

No. 4
ORCA calculation (ωB97M-V/def2-TZVPD) on 2 unconnected molecules or ions with the total composition C4BrO3.

Values from the calculation:
LUMO level in eV: 3.6
Relative energy (zero: lowest compared OMol25 entry of this formula, charge and spin) in kJ/mol: 0.00
Total charge: -1
Gap between HOMO and LUMO in eV: 8.072
Highest occupied orbital energy in eV: -4.5

Element x y z (Å)
C  -2.0413  0.9342  -0.7183
C  0.5107  -0.3572  0.6050
C  -0.0001  -1.4841  0.3045
C  1.3738  0.6139  0.6891
O  -1.7740  0.7951  -1.8025
O  -0.6223  -2.4313  -0.0338
O  1.6839  1.7560  0.9037
Br  3.4487  -0.0294  -0.3875

***

No. 5
ORCA calculation (ωB97M-V/def2-TZVPD) on a molecular structure, C4Cl2.

Values from the calculation:
LUMO level in eV: -1.5
Relative energy (zero: lowest compared OMol25 entry of this formula, charge and spin) in kJ/mol: 441.53
Gap between HOMO and LUMO in eV: 8.076
Highest occupied orbital energy in eV: -9.5

Element x y z (Å)
C  -0.6487  0.2940  -0.1150
C  0.5507  0.8825  0.0420
C  1.1966  -0.1323  -0.6942
C  0.3408  -0.7536  0.2541
Cl  -1.4518  0.7626  -1.4705
Cl  0.0125  -1.0531  1.9836

***

No. 6
ORCA calculation (ωB97M-V/def2-TZVPD) on a molecular structure, C4Cs2F12N2O8S4.

Values from the calculation:
LUMO level in eV: -2.2
Relative energy (zero: lowest compared OMol25 entry of this formula, charge and spin) in kJ/mol: 0.00
Gap between HOMO and LUMO in eV: 4.307
Highest occupied orbital energy in eV: -6.5

Element x y z (Å)
Cs  -2.9376  -1.1267  -7.1960
Cs  6.1109  -5.7083  -3.0944
C  1.2937  1.9405  6.0052
F  0.2839  1.3481  6.6162
F  1.6387  3.0516  6.5945
F  2.2219  1.0725  5.9122
S  0.8962  2.4148  4.0615
O  1.9832  3.2191  3.4935
O  0.6524  1.0798  3.4517
N  -0.4759  3.4007  4.3343
S  -1.0075  3.5672  2.8689
O  -0.0819  3.5750  1.7684
O  -2.1516  2.6669  2.7108
C  -1.6920  5.3181  2.8628
F  -1.6918  5.7846  1.6277
F  -2.8987  5.2052  3.4205
F  -1.0076  6.0102  3.6575
C  -1.3056  -5.3852  -3.6725
F  -2.5970  -5.2207  -3.3400
F  -0.9447  -6.6086  -3.2492
F  -1.1456  -5.2585  -4.9900
S  -0.0477  -4.1790  -2.7574
O  -0.4835  -4.1152  -1.3535
O  1.3395  -4.7771  -2.9200
N  -0.3073  -2.6975  -3.6329
S  0.5383  -1.7233  -2.7316
O  -0.1350  -1.3649  -1.4354
O  2.0009  -2.1155  -2.5947
C  0.4819  -0.1450  -3.9406
F  1.1125  0.7920  -3.2787
F  1.1421  -0.3048  -5.0374
F  -0.7849  0.2840  -4.1615

***

No. 7
ORCA calculation (ωB97M-V/def2-TZVPD) on a molecular structure, C4F12InO12S4.

Values from the calculation:
LUMO level in eV: -3.7
Relative energy (zero: lowest compared OMol25 entry of this formula, charge and spin) in kJ/mol: 0.00
Total charge: -1
Gap between HOMO and LUMO in eV: 3.915
Highest occupied orbital energy in eV: -7.6

Element x y z (Å)
In  1.2532  -0.1842  -0.2840
C  2.0033  -4.5662  -1.1774
F  1.0950  -5.5061  -1.3904
F  2.1966  -4.4020  0.1364
F  3.1488  -4.9473  -1.7333
S  1.4205  -2.9478  -1.8756
O  1.1320  -3.2552  -3.2386
O  0.2821  -2.5378  -1.0494
O  2.4906  -1.9500  -1.6403
C  0.3798  -0.6809  4.8876
F  0.7126  -0.5055  6.1500
F  0.6063  -1.9294  4.4798
F  -0.9078  -0.4317  4.6876
S  1.4032  0.5107  3.8252
O  2.7575  0.4331  4.3037
O  1.2346  0.1007  2.4169
O  0.8391  1.8224  4.0192
C  -2.0205  3.7977  0.0472
F  -1.0568  4.6185  -0.3946
F  -2.9484  4.5523  0.6203
F  -2.4758  3.0805  -0.9581
S  -1.1838  2.6972  1.3055
O  -0.5545  3.5879  2.2337
O  -2.1255  1.7773  1.8746
O  -0.2049  2.0115  0.4327
C  -1.4924  1.3170  -3.9777
F  -0.8983  1.2852  -5.1618
F  -1.0719  2.4234  -3.3371
F  -2.8063  1.4484  -4.0795
S  -0.9449  -0.1710  -2.9654
O  -1.5022  -1.3423  -3.5636
O  0.5383  -0.1559  -3.0193
O  -1.2995  0.0494  -1.5740

***

No. 8
ORCA calculation (ωB97M-V/def2-TZVPD) on a molecular structure, C4F12KN2O8S4.

Values from the calculation:
LUMO level (spin up / spin down) in eV: -1.5 / -5.4
Relative energy (zero: lowest compared OMol25 entry of this formula, charge and spin) in kJ/mol: 14.72
Multiplicity: 2
<S²>: 0.7609
Gap between HOMO and LUMO (spin up / spin down) in eV: 7.891 / 4.014
Highest occupied orbital energy (spin up / spin down) in eV: -9.4 / -9.4

Element x y z (Å)
K  1.3876  2.9284  -2.3680
C  -2.1455  1.2957  -2.3379
F  -3.2951  1.0335  -2.9680
F  -1.5564  0.0951  -1.8279
F  -1.4274  1.8921  -3.2750
S  -2.4357  2.5154  -0.7799
O  -3.1228  3.7270  -1.2719
O  -3.1412  1.6632  0.2254
N  -0.8110  3.0474  -0.5734
S  -0.9371  3.4473  0.9242
O  -1.9844  4.3625  1.3030
O  -0.7591  2.2999  1.8077
C  0.6777  4.5148  1.2117
F  1.7701  3.8856  0.9490
F  0.5623  5.6603  0.5488
F  0.6254  4.7697  2.4905
C  2.4229  -0.8375  -0.6677
F  3.1926  -1.5521  -1.5332
F  3.0809  -0.5533  0.3651
F  2.0742  0.3283  -1.2864
S  0.8614  -1.8955  -0.2344
O  0.1085  -1.0748  0.7571
O  0.2108  -2.1839  -1.4623
N  1.5396  -3.3718  0.4520
S  0.2175  -4.0090  0.8870
O  -0.2421  -3.3581  2.0789
O  -0.7443  -4.3609  -0.1399
C  0.8102  -5.7064  1.6225
F  1.5067  -6.2987  0.5778
F  1.7083  -5.6478  2.5916
F  -0.1544  -6.6163  1.9338

***

Copy entry 2 word for word.
ORCA calculation (ωB97M-V/def2-TZVPD) on a molecular structure, C4Ag9O12.

Values from the calculation:
LUMO level in eV: -8.0
Relative energy (zero: lowest compared OMol25 entry of this formula, charge and spin) in kJ/mol: 373.64
Total charge: +1
Gap between HOMO and LUMO in eV: 2.480
Highest occupied orbital energy in eV: -10.5

Element x y z (Å)
Ag  3.5848  20.4879  18.5425
Ag  2.7715  18.2398  15.9769
Ag  4.3080  19.1559  22.4707
Ag  6.0231  15.7497  21.1632
Ag  0.9728  19.5668  21.2942
Ag  6.1782  18.1457  18.6267
Ag  4.0823  15.8263  17.0062
Ag  1.0521  17.1106  18.7363
Ag  2.3231  16.8235  21.8121
C  2.3011  21.9358  21.1854
O  3.3392  21.2516  21.5685
O  1.9961  21.8776  19.9558
O  1.4975  22.2547  22.0906
C  3.9377  16.4098  23.8610
O  3.0284  15.5186  23.7849
O  4.6437  16.6393  22.7519
O  4.1828  17.0756  24.8881
C  1.3327  20.5020  16.8595
O  2.5485  20.5856  16.3659
O  0.4264  21.2476  16.5009
O  1.1955  19.4772  17.6206
C  3.5396  18.0837  19.6964
O  4.6277  17.7670  20.2912
O  3.4331  17.8814  18.4649
O  2.7072  18.7167  20.4365

***

Question: The highest relative energy (zero: lowest compared OMol25 entry of this formula, charge and spin) belongs to which entry?
Answer: C4Cl2

***

What did the sixth record say?
ORCA calculation (ωB97M-V/def2-TZVPD) on a molecular structure, C4Cs2F12N2O8S4.

Values from the calculation:
LUMO level in eV: -2.2
Relative energy (zero: lowest compared OMol25 entry of this formula, charge and spin) in kJ/mol: 0.00
Gap between HOMO and LUMO in eV: 4.307
Highest occupied orbital energy in eV: -6.5

Element x y z (Å)
Cs  -2.9376  -1.1267  -7.1960
Cs  6.1109  -5.7083  -3.0944
C  1.2937  1.9405  6.0052
F  0.2839  1.3481  6.6162
F  1.6387  3.0516  6.5945
F  2.2219  1.0725  5.9122
S  0.8962  2.4148  4.0615
O  1.9832  3.2191  3.4935
O  0.6524  1.0798  3.4517
N  -0.4759  3.4007  4.3343
S  -1.0075  3.5672  2.8689
O  -0.0819  3.5750  1.7684
O  -2.1516  2.6669  2.7108
C  -1.6920  5.3181  2.8628
F  -1.6918  5.7846  1.6277
F  -2.8987  5.2052  3.4205
F  -1.0076  6.0102  3.6575
C  -1.3056  -5.3852  -3.6725
F  -2.5970  -5.2207  -3.3400
F  -0.9447  -6.6086  -3.2492
F  -1.1456  -5.2585  -4.9900
S  -0.0477  -4.1790  -2.7574
O  -0.4835  -4.1152  -1.3535
O  1.3395  -4.7771  -2.9200
N  -0.3073  -2.6975  -3.6329
S  0.5383  -1.7233  -2.7316
O  -0.1350  -1.3649  -1.4354
O  2.0009  -2.1155  -2.5947
C  0.4819  -0.1450  -3.9406
F  1.1125  0.7920  -3.2787
F  1.1421  -0.3048  -5.0374
F  -0.7849  0.2840  -4.1615